Entry from the Open Molecules 2025 dataset: a molecular structure, C30H18BrIrN4O8 at a distorted geometry (ωB97M-V/def2-TZVPD).

Gap between HOMO and LUMO (spin up / spin down) (eV): 7.334 / 4.892
Spin multiplicity: 6
Molar mass (g mol⁻¹): 834.62
Energy above the lowest of the compared OMol25 structures with the same formula, charge and spin (eV): 0.008
HOMO energy (spin up / spin down) (eV): -11.32 / -11.31
Total charge: +1
Calculated total energy (Ha): -4652.915923
Expectation value of S²: 8.770

Last column: Mulliken spin population.
Atoms and positions in Å:
Ir (-0.3079, -0.4821, 0.3034)  2.85
O (3.1608, 5.7519, -0.5237)  0.37
C (1.9539, 5.8010, -0.5786)  0.02
O (0.9922, 6.5240, -0.6664)  0.33
C (1.3873, 4.1993, -0.4371)  0.25
C (0.0327, 3.9868, -0.4352)  0.00
C (-0.3989, 2.6685, -0.3175)  0.02
N (0.4641, 1.6569, -0.2240)  0.07
C (1.7808, 1.8936, -0.1899)  0.03
C (2.2957, 3.1800, -0.3046)  0.01
C (2.6664, 0.7302, 0.0639)  0.03
C (4.0512, 0.8153, 0.0292)  0.00
C (4.7986, -0.3007, 0.3699)  0.00
C (4.1390, -1.4589, 0.7436)  0.00
C (2.7557, -1.4702, 0.7235)  -0.01
N (2.0404, -0.4063, 0.3705)  0.15
C (-1.8410, 2.3244, -0.2832)  0.01
C (-2.8213, 3.2962, -0.4209)  0.00
C (-4.1552, 2.9265, -0.3816)  0.00
C (-4.4618, 1.5911, -0.2146)  0.00
C (-3.4270, 0.6796, -0.0927)  0.00
N (-2.1405, 1.0290, -0.1202)  0.09
H (-0.6456, 4.8178, -0.5148)  0.00
H (3.3512, 3.3870, -0.2671)  0.00
H (4.5486, 1.7291, -0.2559)  0.00
H (5.8788, -0.2581, 0.3522)  0.00
H (4.6768, -2.3468, 1.0429)  0.00
H (2.1905, -2.3500, 1.0021)  0.01
H (-2.5617, 4.3329, -0.5612)  0.00
H (-4.9323, 3.6713, -0.4837)  0.00
H (-5.4833, 1.2417, -0.1785)  0.00
H (-3.6273, -0.3707, 0.0383)  0.01
O (-2.1885, -1.7888, 0.3484)  0.13
C (-2.3049, -3.0165, 0.4101)  -0.02
C (-1.2624, -3.9667, 0.1740)  -0.03
C (-1.5486, -5.3283, 0.3510)  -0.01
C (-0.5807, -6.2541, 0.0775)  0.02
C (0.6801, -5.8767, -0.3984)  -0.01
C (0.9714, -4.5501, -0.5844)  0.03
C (0.0136, -3.5519, -0.2932)  0.05
O (0.3379, -2.3056, -0.4828)  0.18
N (-0.8773, -7.6817, 0.2713)  0.00
O (0.0346, -8.4624, 0.0965)  0.00
O (-1.9556, -7.9612, 0.7548)  0.00
H (-3.3026, -3.4169, 0.6391)  0.00
H (-2.5215, -5.6508, 0.6970)  0.00
H (1.4057, -6.6464, -0.6194)  0.00
H (1.9334, -4.2451, -0.9733)  0.00
Br (-0.2690, 2.5997, 7.3757)  0.00
C (-0.0959, 0.9530, 6.4661)  0.00
C (0.1271, -0.2097, 7.1896)  0.00
C (0.2540, -1.4188, 6.5203)  0.00
C (0.1614, -1.4664, 5.1392)  0.01
C (-0.0615, -0.2920, 4.4277)  0.03
C (-0.1935, 0.9254, 5.0873)  0.00
C (-0.1600, -0.3257, 2.9531)  -0.02
O (-0.0358, -1.4252, 2.3220)  0.22
O (-0.3615, 0.7251, 2.2811)  0.16
H (0.1997, -0.1679, 8.2674)  0.00
H (0.4254, -2.3250, 7.0849)  0.00
H (0.2579, -2.4022, 4.6067)  0.00
H (-0.3695, 1.8304, 4.5241)  0.00

=====

Entry from the Open Molecules 2025 dataset: a molecular structure, C30H18Cl5LiN2O4Se2Te (ωB97M-V/def2-TZVPD).

Gap between HOMO and LUMO (eV): 4.983
Molar mass (g mol⁻¹): 940.21
Energy above the lowest of the compared OMol25 structures with the same formula, charge and spin (eV): 0.418
HOMO energy (eV): -1.43
Total charge: -2
Calculated total energy (Ha): -8944.007182

Last column: natural (NBO) charge in e.
Atoms and positions in Å:
Li (0.3879, -1.0642, 0.3618)  0.81
Cl (3.4713, -2.1681, 0.4694)  -0.05
C (2.8804, -1.5794, 2.0311)  -0.06
C (1.7038, -0.8577, 2.0499)  -0.45
C (1.3203, -0.4294, 3.3068)  0.04
Cl (-0.1668, 0.5055, 3.4399)  -0.05
C (2.0213, -0.7004, 4.4792)  -0.14
Cl (1.4658, -0.1491, 6.0282)  0.00
C (3.1980, -1.4413, 4.3986)  -0.10
Cl (4.1045, -1.8037, 5.8308)  0.00
C (3.6411, -1.8878, 3.1560)  -0.10
Cl (5.1095, -2.8088, 3.0538)  0.00
Se (1.2801, -1.6427, -3.4258)  0.15
Se (0.6929, -3.1056, -1.7615)  0.23
C (-1.2299, -3.2635, -2.0089)  0.07
C (-1.8443, -4.2579, -1.2467)  -0.28
C (-3.2170, -4.3706, -1.3083)  -0.16
C (-3.9248, -3.5180, -2.1466)  -0.29
C (-3.2081, -2.5936, -2.8844)  0.04
N (-1.8833, -2.4640, -2.8208)  -0.45
C (1.5860, 0.0213, -2.4908)  0.07
C (2.1918, 0.9987, -3.2764)  -0.29
C (2.4550, 2.2230, -2.7001)  -0.15
C (2.1362, 2.4318, -1.3618)  -0.26
C (1.5694, 1.3824, -0.6646)  0.06
N (1.2813, 0.1917, -1.2236)  -0.51
H (-1.2573, -4.8720, -0.5758)  0.24
H (-3.7277, -5.0965, -0.6856)  0.22
H (-5.0038, -3.5574, -2.2157)  0.21
H (-3.7163, -1.9083, -3.5554)  0.18
H (2.4480, 0.7919, -4.3088)  0.21
H (2.9118, 3.0184, -3.2759)  0.22
H (2.3340, 3.4047, -0.9252)  0.27
H (1.3289, 1.4719, 0.3886)  0.22
Te (2.6057, 6.3835, 0.2908)  -0.51
C (3.4879, 7.5967, -1.2016)  -0.20
C (4.7465, 8.1861, -1.0232)  -0.26
C (5.3267, 8.9838, -1.9997)  -0.23
C (4.6690, 9.2247, -3.2000)  -0.28
C (3.4194, 8.6500, -3.3993)  -0.22
C (2.8432, 7.8537, -2.4191)  -0.27
H (5.2752, 8.0076, -0.0945)  0.21
H (6.3043, 9.4205, -1.8215)  0.19
H (5.1212, 9.8462, -3.9645)  0.19
H (2.8862, 8.8231, -4.3287)  0.19
H (1.8676, 7.4151, -2.5918)  0.21
O (-0.3442, -3.2265, 1.1790)  -0.75
C (-1.3927, -2.5556, 1.0881)  0.75
O (-1.4953, -1.4205, 0.5507)  -0.80
C (-2.6826, -3.1675, 1.6128)  -0.13
C (-2.6626, -4.4118, 2.2261)  -0.19
C (-3.8374, -5.0419, 2.6487)  -0.27
C (-5.0109, -4.3675, 2.4168)  0.20
O (-6.2999, -4.7335, 2.7620)  -0.50
C (-7.1119, -3.8251, 2.0299)  0.23
O (-6.3419, -2.6691, 1.7619)  -0.50
C (-5.0321, -3.1229, 1.8129)  0.26
C (-3.8888, -2.4884, 1.4052)  -0.23
H (-1.6988, -4.8856, 2.3580)  0.24
H (-3.8285, -6.0080, 3.1352)  0.22
H (-7.9808, -3.5550, 2.6257)  0.17
H (-7.4061, -4.2957, 1.0794)  0.13
H (-3.8784, -1.5177, 0.9294)  0.26